[1]
Here is a molecular structure, C32H60N12ORe from the Open Molecules 2025 dataset. Energies are from ωB97M-V/def2-TZVPD.

Positions of all 106 atoms, in Å:
Re 0.345 -0.866 0.706
C 5.182 -0.777 -2.227
N 4.391 -1.240 -1.055
C 5.224 -1.912 -0.040
C 3.086 -0.964 -0.985
N 2.202 -1.565 -0.150
C 2.593 -2.905 0.370
C 1.435 -3.513 1.115
N 0.856 -2.485 2.030
C -0.382 -3.046 2.653
C -1.303 -1.878 2.887
N -1.413 -1.223 1.556
C -2.730 -1.204 1.057
N -2.973 -1.672 -0.173
C -4.067 -1.159 -1.005
C -2.418 -2.950 -0.625
N -3.716 -0.792 1.842
C -5.089 -1.320 1.743
C -3.560 0.161 2.940
C 1.771 -2.046 3.134
C 2.465 -0.762 2.747
N 1.497 0.077 2.000
C 1.747 1.445 2.124
N 0.757 2.331 2.130
C 0.978 3.738 1.765
C -0.574 2.003 2.622
N 2.998 1.876 2.306
C 4.179 1.288 1.677
C 3.315 2.997 3.210
N 2.665 0.011 -1.895
C 2.175 1.286 -1.412
C 2.237 -0.510 -3.191
H 6.224 -0.724 -1.936
H 4.849 0.202 -2.551
H 5.091 -1.494 -3.041
H 6.225 -1.504 -0.129
H 5.288 -2.989 -0.185
H 4.877 -1.678 0.961
H 3.428 -2.856 1.060
H 2.894 -3.554 -0.454
H 1.736 -4.400 1.677
H 0.638 -3.800 0.428
H -0.138 -3.615 3.551
H -0.845 -3.723 1.936
H -0.909 -1.172 3.621
H -2.271 -2.228 3.240
H -4.444 -0.224 -0.599
H -4.881 -1.878 -1.099
H -3.659 -0.970 -1.998
H -1.402 -3.095 -0.262
H -2.411 -2.967 -1.710
H -3.038 -3.777 -0.271
H -5.143 -2.138 1.038
H -5.785 -0.531 1.462
H -5.363 -1.693 2.730
H -2.584 0.623 2.904
H -3.704 -0.334 3.901
H -4.325 0.930 2.835
H 2.479 -2.842 3.372
H 1.162 -1.882 4.021
H 3.328 -0.965 2.120
H 2.816 -0.245 3.640
H 1.900 3.835 1.198
H 1.019 4.378 2.645
H 0.149 4.059 1.140
H -0.495 1.318 3.466
H -1.199 1.579 1.839
H -1.038 2.921 2.975
H 3.890 0.618 0.872
H 4.795 0.761 2.407
H 4.773 2.099 1.256
H 2.453 3.247 3.820
H 3.653 3.873 2.658
H 4.119 2.667 3.867
H 2.956 1.804 -0.848
H 1.268 1.246 -0.795
H 1.953 1.909 -2.277
H 3.003 -1.168 -3.601
H 2.130 0.324 -3.883
H 1.303 -1.067 -3.145
C -2.352 1.959 -4.796
N -1.986 0.882 -3.862
N -1.620 1.146 -2.566
C -1.025 0.014 -2.071
O -0.645 -0.063 -0.823
C -1.022 -0.946 -3.073
C -1.610 -0.357 -4.193
C -1.779 -0.891 -5.567
C -2.367 2.116 -1.807
C -3.730 2.255 -2.038
C -4.446 3.207 -1.327
C -3.805 4.001 -0.385
C -2.445 3.837 -0.158
C -1.714 2.893 -0.867
H -2.166 2.915 -4.317
H -3.400 1.883 -5.074
H -1.728 1.870 -5.682
H -0.638 -1.948 -3.014
H -1.522 -1.947 -5.594
H -1.130 -0.366 -6.272
H -2.807 -0.772 -5.911
H -4.244 1.632 -2.758
H -5.502 3.335 -1.522
H -4.358 4.759 0.152
H -1.953 4.484 0.556
H -0.643 2.796 -0.742

* 2S+1: 2
* F_max: 0.9 eV/A
* charge: +4
* HOMO energy (alpha / beta): -18.8 / -18.8 eV
* HOMO-LUMO gap (alpha / beta): 0.2528 / 0.2496 hartree
* LUMO (alpha / beta): -11.88 / -12.00 eV

Atom charges from the Mulliken analysis, given in e for atoms 1 to 4: atom 1 (Re): 0.914, atom 2 (C): -0.964, atom 3 (N): 0.419, atom 4 (C): -0.877

***

[2]
Here is 8 unconnected molecules or ions with the total composition C6H24O9 in a non-equilibrium geometry from the Open Molecules 2025 dataset. Energies are from ωB97M-V/def2-TZVPD.

Positions of all 39 atoms, in Å:
C -0.598 -1.081 3.434
C -0.344 -1.313 2.141
C -1.534 -1.479 1.289
C 1.128 -1.431 1.566
C 1.585 0.053 1.252
C 0.783 0.409 0.137
O 0.011 1.280 -0.085
O 0.940 -0.314 -1.032
H -1.577 -1.090 3.845
H 0.212 -1.345 4.192
H -2.044 -0.501 0.975
H -1.274 -1.866 0.318
H -2.337 -2.107 1.655
H 1.282 -2.000 0.663
H 1.740 -2.061 2.186
H 2.706 -0.091 0.927
H 1.400 0.599 2.212
H 0.229 0.040 -1.703
O -0.967 -0.642 -3.283
H -1.113 -1.604 -3.260
H -0.758 -0.527 -4.119
O 2.591 2.818 -0.397
H 2.117 3.357 0.169
H 1.969 2.792 -1.244
O -2.906 0.829 2.370
H -2.629 1.560 2.818
H -2.401 0.055 2.569
O -1.845 -3.240 -2.390
H -1.221 -3.953 -2.147
H -2.252 -2.715 -1.646
O 0.335 2.254 -3.110
H 0.281 2.731 -2.190
H -0.273 1.584 -2.798
O -1.522 3.248 0.969
H -1.832 3.824 0.183
H -1.244 2.360 0.664
O 3.061 -1.939 -0.670
H 2.179 -1.573 -1.012
H 3.138 -2.762 -1.136

* F_max: 6.9 eV/A
* SMILES: C=C(C)CCC(=O)O.O.O.O.O.O.O.O
* HOMO energy: -9.8 eV
* HOMO-LUMO gap: 0.3606 hartree
* LUMO: 0.02 eV

Atom charges from the Mulliken analysis, given in e for atoms 1 to 4: atom 1 (C): -1.375, atom 2 (C): 1.495, atom 3 (C): -1.929, atom 4 (C): -0.978

***

[3]
Here is 2 unconnected molecules or ions with the total composition C4H5N3O in a non-equilibrium geometry from the Open Molecules 2025 dataset. Energies are from ωB97M-V/def2-TZVPD.

Positions of all 13 atoms, in Å:
O 0.178 -0.915 -1.599
C 0.356 0.015 -0.856
C -0.500 0.404 0.394
C 0.133 1.788 0.583
N 1.261 1.907 -0.034
N 1.437 0.766 -0.807
H -1.605 0.439 0.388
H -0.156 -0.155 1.300
H -0.336 2.552 1.329
H 2.107 0.739 -1.464
C 0.116 -3.035 0.057
N -0.210 -2.848 1.127
H 0.472 -3.405 -0.990

* F_max: 4.6 eV/A
* SMILES: O=C1CC=NN1.C#N
* HOMO energy: -9.7 eV
* HOMO-LUMO gap: 0.3907 hartree
* LUMO: 0.91 eV

Atom charges from the Mulliken analysis, given in e for atoms 1 to 4: atom 1 (O): -0.634, atom 2 (C): 0.308, atom 3 (C): -0.233, atom 4 (C): -0.118

***

Listing energy relative to the best compared isomer or geometry (same formula, charge and spin) for the structures above in their given order: 0.0000, 2.1814, 2.9859 eV.